Molecular formula: C38H74N3O12
Method: DFT, the ωB97M-V functional and the def2-TZVPD basis

multiplicity	1
net charge	+1

The geometry in XYZ format:
```
127
C38H74N3O12, DFT the ωB97M-V functional and the def2-TZVPD basis
O -9.1087 -3.4018 -0.0385
O 1.9187 8.1651 -5.2146
O 6.0199 4.9364 -1.4917
O 3.9334 8.2381 -6.2342
O -7.7443 -5.0645 0.1291
O 2.6843 9.9943 -6.3048
O 3.2096 3.5143 2.6732
O 1.3652 3.3742 1.5610
O 6.2360 5.2170 -3.7210
O 7.5002 6.3320 -2.2077
O 3.3165 3.1754 0.4416
O -7.4091 -3.5605 -1.5232
N 1.4644 -3.3155 4.3947
N 0.5830 -3.1187 5.3577
N -2.1142 -2.4437 6.3090
C -1.8754 -0.8497 1.6649
C 1.5104 -1.0922 1.1149
C -2.5329 -2.1708 1.2104
C 8.1713 7.0317 -3.2671
C -6.6412 -5.8106 -0.3842
C 2.0331 -2.2329 3.9205
C 0.8036 -0.8187 5.4648
C -0.8770 -2.0129 6.9770
C -0.8478 -0.2595 0.6972
C 2.1547 -2.4260 1.4956
C -3.0161 -2.2137 -0.2507
C 4.9315 4.0349 -1.7424
C 6.5588 5.4691 -2.5882
C 4.1830 6.9111 -5.7613
C 1.5394 11.2168 -4.5344
C -10.3644 -2.5433 -1.9447
C 3.0059 -2.3295 2.7908
C 5.1992 4.8840 2.3002
C -2.8629 -3.6439 -0.8596
C -0.3073 -5.3906 -1.3375
C 7.3412 8.1856 -3.7874
C 1.4867 10.7026 -5.9574
C -1.6212 -8.6000 0.4247
C -1.3185 -4.9419 -2.4413
C 4.6494 3.5416 2.7324
C -0.4895 -6.8943 -1.0397
C 2.6927 3.3348 1.4620
C 0.2334 -1.2564 0.2419
C 0.1908 -1.9920 5.9186
C 1.7141 -0.9654 4.4764
C -9.5748 -2.2131 -0.6963
C -1.6703 -7.1407 -0.0715
C -1.9281 -3.5795 -2.0816
C 0.6788 3.2675 0.3081
C -8.0277 -3.9640 -0.5722
C -3.3100 -2.2718 7.1622
C 2.7593 8.7419 -5.8564
C -3.0059 -9.2059 0.6869
H 4.3390 6.9199 -4.6845
H 2.7579 -2.8220 0.6782
H -2.5031 -3.2093 -2.9336
H -1.3669 0.0817 -0.2016
H -2.1011 -5.7032 -2.4419
H 4.0675 4.5888 -2.1101
H -1.0613 -8.6261 1.3605
H -9.7302 -3.0152 -2.6948
H 0.5324 0.1344 5.8923
H -10.7929 -1.6388 -2.3757
H 3.3649 6.2418 -6.0193
H 7.9057 8.7632 -4.5190
H -1.8829 -3.0189 1.4446
H 1.2175 -0.4968 1.9856
H -0.8146 -4.8995 -3.4051
H -8.7388 -1.5487 -0.9144
H -0.4227 0.6404 1.1495
H -0.7807 -7.3631 -1.9836
H 3.6470 -3.2005 2.9022
H -0.3801 3.1630 0.5280
H -1.5801 -6.4451 0.7690
H 5.0908 6.5609 -6.2438
H 8.4425 6.3399 -4.0645
H -1.0519 -0.9816 7.2736
H -3.8433 -3.9304 -1.2470
H 9.0965 7.4079 -2.8337
H -0.1230 -2.2840 0.2286
H -4.0624 -1.9085 -0.2918
H 0.4147 -7.3675 -0.6545
H 0.7036 -5.2699 -1.7375
H -0.5997 -2.6462 7.8296
H -3.9724 -1.5590 6.6687
H 2.2420 -0.4935 0.5672
H 6.2782 4.9185 2.4450
H -1.1056 -2.8835 -1.8885
H 5.0676 2.7272 2.1398
H -0.4315 -4.7786 -0.4421
H -6.4114 -6.5908 0.3368
H -2.8557 -10.2005 1.1170
H 2.2125 -0.0981 4.0620
H -10.2144 -1.7065 0.0246
H -3.5692 -9.3488 -0.2347
H -3.0696 -1.9120 8.1606
H 1.4238 11.5387 -6.6520
H 6.4288 7.8288 -4.2624
H 4.7375 5.6870 2.8761
H 2.4421 11.8085 -4.3763
H -3.8646 -3.2088 7.1864
H -2.5970 -6.9195 -0.6072
H -5.7646 -5.1777 -0.5103
H 3.5757 -1.4021 2.7406
H 7.0458 8.8427 -2.9682
H 4.9064 3.3528 3.7737
H -2.0190 -3.3967 5.9848
H -2.5198 -4.3588 -0.1139
H 1.3520 -3.1549 1.6479
H -3.5693 -8.6349 1.4267
H -6.9099 -6.2771 -1.3310
H 1.5617 10.3922 -3.8221
H -11.1693 -3.2417 -1.7127
H 1.0123 2.3906 -0.2438
H 5.2188 3.2673 -2.4600
H -2.4686 -1.5444 -0.9133
H 4.9897 5.0767 1.2483
H -1.3700 -1.0621 2.6206
H -2.6654 -0.1362 1.9105
H 4.6699 3.5661 -0.7910
H -3.4206 -2.3052 1.8357
H 0.6679 11.8350 -4.3190
H -1.1458 -9.1896 -0.3603
H 0.1490 -3.9681 5.7109
H 0.8261 4.1692 -0.2836
H 0.6125 10.0736 -6.1244
H 0.5281 -0.9368 -0.7584
```

Molecular formula: C6H3N6O2
Method: DFT, the ωB97M-V functional and the def2-TZVPD basis

multiplicity	1
net charge	-1
energy relative to the best compared isomer or geometry (same formula, charge and spin)	270.84	kJ/mol

The geometry in XYZ format:
```
17
C6H3N6O2, DFT the ωB97M-V functional and the def2-TZVPD basis
O -3.7272 -3.6426 1.3217
O -1.9999 -2.5783 0.4209
N -4.2167 1.9394 3.9927
N -3.2558 0.8614 2.2980
N -0.2819 0.5689 1.6320
N -3.0326 -2.6086 1.1425
N -2.7784 2.1481 2.3019
N -3.3645 2.7582 3.3176
C -3.4149 -1.4456 1.8126
C -2.6795 -0.1953 1.5488
C -4.5165 -1.5093 2.6855
C -4.1813 0.7677 3.3020
C -1.3467 0.1668 1.3591
C -4.9287 -0.4238 3.4430
H -4.9784 -2.4862 2.7512
H -5.8045 -0.4576 4.0837
H -2.2005 -0.1741 0.4300
```

Molecular formula: C20H25ClN2O5
Method: DFT, the ωB97M-V functional and the def2-TZVPD basis

multiplicity	1
net charge	0
energy relative to the best compared isomer or geometry (same formula, charge and spin)	5.54	kJ/mol
SMILES string	CCOC(=O)C1=C(C)N(CCCCCC(=O)O)C(=O)N[C@@H]1c1ccc(Cl)cc1

The geometry in XYZ format:
```
53
C20H25ClN2O5, DFT the ωB97M-V functional and the def2-TZVPD basis
Cl 1.5603 -2.3858 -4.5528
O 3.4270 0.8162 1.1169
O -1.8725 3.2131 -0.5128
O 2.3818 0.1407 2.9831
O -5.3977 -1.9046 2.0911
O -3.4015 -1.2758 2.8507
N -1.1732 1.6037 0.9463
N 0.3188 2.7045 -0.4465
C 1.5083 -1.2098 -3.2865
C 1.1420 1.1815 1.2118
C -0.4491 0.6011 3.0639
C -2.5672 1.3294 1.2568
C 1.0902 -0.6469 -1.0004
C 4.6396 0.2569 1.6113
C 1.3703 1.7467 -0.1695
C 2.3272 0.6640 1.8904
C -3.3084 0.7102 0.0626
C -2.2781 -1.6600 0.2052
C 1.4285 0.6754 -1.2504
C 1.8110 1.0372 -2.5372
C -0.1271 1.1211 1.7016
C -0.9672 2.5442 -0.0617
C 1.1314 -1.5923 -2.0103
C 4.7348 -1.2262 1.2802
C -3.5486 -2.3561 0.6969
C -4.0714 -1.7750 1.9837
C 1.8511 0.1055 -3.5573
C -2.5583 -0.4193 -0.6428
H 0.4702 0.3973 3.6016
H 0.4570 3.3565 -1.2032
H -3.4990 1.4944 -0.6708
H -4.2733 0.3505 0.4251
H 4.6894 0.4075 2.6947
H -3.0638 2.2701 1.5163
H 4.6160 -1.3784 0.2097
H 5.4343 0.8215 1.1188
H -1.7065 -2.3600 -0.4066
H 5.7017 -1.6103 1.5922
H -1.0314 1.3404 3.6115
H 2.0893 2.0600 -2.7461
H -2.6183 0.6569 2.1064
H -4.3400 -2.3288 -0.0521
H 0.8752 -2.6205 -1.8085
H -5.7100 -1.5621 2.9438
H -1.0291 -0.3196 3.0236
H -3.3317 -3.4061 0.9131
H -3.1454 -0.7194 -1.5144
H 2.1502 0.3925 -4.5531
H 3.9528 -1.7709 1.8031
H 2.3214 2.2924 -0.1864
H 0.8027 -0.9491 -0.0051
H -1.6674 -1.3991 1.0694
H -1.6052 -0.0364 -1.0156
```

Molecular formula: C10H10O
Method: DFT, the ωB97M-V functional and the def2-TZVPD basis

multiplicity	1
net charge	0
energy relative to the best compared isomer or geometry (same formula, charge and spin)	63.36	kJ/mol
SMILES string	O=C1CCCc2ccccc21

The geometry in XYZ format:
```
21
C10H10O, DFT the ωB97M-V functional and the def2-TZVPD basis
O 1.4954 2.5300 0.0123
C 1.8976 -1.0151 0.4962
C -2.5564 1.2619 0.1035
C 2.4190 0.3079 -0.1399
C -0.1556 0.8760 -0.1118
C -2.8515 -0.0957 0.0417
C -0.4697 -0.5328 -0.1706
C 1.2988 1.3429 -0.1319
C -1.8214 -1.0128 -0.0421
C -1.2388 1.7151 -0.0150
C 0.6390 -1.5053 -0.3164
H -2.0844 -2.1200 0.0560
H -3.8824 -0.4024 0.0860
H 2.5931 0.0377 -1.1925
H 0.4056 -2.4837 0.1586
H 0.9873 -1.6916 -1.3315
H -1.0290 2.8392 -0.0419
H 3.4210 0.5865 0.3506
H 1.6309 -0.7923 1.5570
H -3.4010 1.9559 0.1658
H 2.7025 -1.8017 0.4660
```

Number 1: HOMO level -11.71 eV, E_LUMO -4.48 eV, Kohn-Sham gap 7.2 eV. Number 2: HOMO level -3.89 eV, E_LUMO 3.25 eV, Kohn-Sham gap 7.1 eV. Number 3: HOMO level -8.58 eV, E_LUMO 0.58 eV, Kohn-Sham gap 9.2 eV. Number 4: HOMO level -9.13 eV, E_LUMO 0.37 eV, Kohn-Sham gap 9.5 eV.